No. 1
A molecular structure, C6H12O. Source: OMol25; level of theory: ωB97M-V/def2-TZVPD.

```
! wB97M-V def2-TZVPD RIJCOSX def2/J DEFGRID3
* xyz 0 1
H -2.38 0.59 0.92
C 2.35 -0.34 0.04
H -3.02 -0.14 -0.61
H -2.27 -1.70 1.31
C -0.98 0.53 -0.68
H 1.52 0.84 -1.57
H 2.45 -0.31 1.13
H -1.39 -2.10 -0.21
H 2.08 1.79 -0.19
C 1.56 0.87 -0.47
O -0.30 -1.13 1.25
H 3.35 -0.36 -0.40
H -0.83 0.33 -1.74
H -0.54 1.80 -0.49
C 0.16 0.87 0.08
H -0.01 1.08 1.14
H 1.82 -1.27 -0.19
C -1.41 -1.41 0.67
C -2.14 0.05 0.00
*
```

- relative energy (zero: lowest compared OMol25 entry of this formula, charge and spin) (eV) = 4.352
- HOMO energy (hartree) = -0.2929
- calculated total energy (eV) = -8460.0021
- strongest force on any atom (eV/A) = 0.3
- gap between HOMO and LUMO (hartree) = 0.3179
- M (g/mol) = 100.16

***

No. 2
6 unconnected molecules or ions with the total composition C23H35F2N2O9PS3 in a non-equilibrium geometry. Source: OMol25; level of theory: ωB97M-V/def2-TZVPD.

```
! wB97M-V def2-TZVPD RIJCOSX def2/J DEFGRID3
* xyz 0 1
C -1.16 0.81 0.28
F -4.66 3.16 2.09
C -2.20 2.69 1.35
H 1.02 -4.98 2.81
C 1.52 -4.56 1.94
H 2.54 -4.96 1.91
H 1.08 -1.85 -3.23
H -4.84 5.52 6.99
H 5.17 4.00 -0.26
H 1.57 -4.93 -3.97
C 3.45 4.87 1.82
C -0.13 -0.95 -0.72
O -3.10 4.93 2.30
C -1.43 3.57 0.57
C 0.60 -0.04 -1.54
C 0.79 -4.93 0.68
C -2.75 5.69 7.46
C -2.09 1.33 1.21
H -1.53 4.63 0.73
H 0.03 -2.02 -0.82
H -0.73 -0.20 -7.40
C 2.94 -6.04 -2.73
H 0.08 -6.89 1.19
C 4.49 3.24 0.12
O 3.48 -5.76 -1.68
H -1.19 4.47 6.66
H 0.09 -6.52 -0.54
H 0.88 -6.38 -3.21
H -3.05 -2.17 -6.40
C -4.11 6.30 7.20
H 5.01 2.68 0.90
C 3.62 -6.90 -3.77
O -1.01 -0.95 -4.43
H 2.87 -1.15 -2.07
P 1.76 -0.70 -2.80
H -0.54 -1.96 -7.31
H 1.62 -6.85 0.30
H -2.82 4.03 6.11
O -4.18 0.81 2.69
C 3.25 3.89 0.69
C -2.16 4.86 6.35
O -2.99 3.01 3.84
H 4.21 2.57 -0.69
C -0.47 -1.02 -6.74
F -3.52 -0.77 1.06
H -2.04 5.47 5.45
C 0.63 -6.40 0.39
N -0.99 -0.54 0.17
S 2.18 0.50 -4.26
H 0.05 3.75 -0.95
O 0.34 -4.09 -0.07
O -2.18 5.85 8.52
H -3.45 -1.24 -4.94
C -0.40 1.70 -0.52
H 4.61 -7.19 -3.41
H 1.57 -3.47 2.04
C -1.42 -1.06 -5.56
C -2.89 -1.23 -5.87
H 0.55 -0.89 -6.38
H -3.23 -0.41 -6.50
H 2.49 5.26 2.14
N 0.49 1.24 -1.45
O 2.16 3.65 0.24
C -0.55 3.08 -0.35
C 1.56 -5.53 -3.06
H 3.73 -6.35 -4.70
S -3.02 0.18 2.19
H 3.92 4.36 2.67
H 4.09 5.69 1.51
O -2.13 -0.55 3.02
H 3.02 -7.79 -3.96
H 1.20 -4.93 -2.23
S -3.23 3.54 2.55
H -4.05 6.96 6.33
H -4.43 6.87 8.07
*
```

- relative energy (zero: lowest compared OMol25 entry of this formula, charge and spin) (eV) = 0.000
- HOMO energy (hartree) = -0.3201
- SMILES = O=S(=O)(F)c1ccc2nc([PH2]=S)cnc2c1S(=O)(=O)F.CC(C)=O.CC(C)=O.CC(C)=O.CC(C)=O.CC(C)=O
- calculated total energy (eV) = -93054.6497
- strongest force on any atom (eV/A) = 1.2
- gap between HOMO and LUMO (hartree) = 0.2738
- M (g/mol) = 648.71

***

No. 3
3 unconnected molecules or ions with the total composition C23H49N2O3S in a non-equilibrium geometry. Source: OMol25; level of theory: ωB97M-V/def2-TZVPD.

```
! wB97M-V def2-TZVPD RIJCOSX def2/J DEFGRID3
* xyz 1 3
H 2.63 -3.93 1.46
H -3.67 2.41 -2.85
H 7.05 4.43 0.03
H -4.43 0.29 2.15
H 10.21 -0.08 -0.32
C -0.89 -3.50 1.00
C -4.05 1.25 1.79
H 10.62 1.70 0.31
C 2.33 -3.11 0.78
H 5.10 1.61 -1.79
C -4.61 -0.19 -3.01
H 6.88 3.43 -1.60
H 3.24 -2.55 0.55
C -6.23 1.68 0.61
H -2.83 -4.55 0.98
H 10.80 1.31 -1.53
H 0.12 -5.42 0.63
C -6.56 0.83 -1.73
C 4.83 1.57 -0.65
H -3.54 -0.13 -3.23
C -0.24 -1.57 -0.55
C 8.37 2.57 0.03
H -2.67 -3.48 2.36
H 2.98 -1.00 2.18
O -0.49 -2.34 3.00
H -4.30 3.72 1.13
C -7.02 1.83 -0.68
C -4.69 1.67 0.42
H -6.94 2.86 -1.05
H -3.07 3.10 0.04
H 0.25 -2.20 -1.31
H -1.78 -5.02 2.32
H 0.32 -0.28 1.05
C -0.38 -4.63 0.06
H -0.64 -0.70 -1.09
C -5.03 0.91 -1.99
H -4.83 -1.21 -2.67
H 6.02 2.07 1.26
H -1.97 -1.61 0.72
H 5.98 -0.89 -0.54
H -2.07 -2.69 -0.66
H 8.24 2.14 1.13
H 2.01 -3.55 -0.16
C 0.78 -1.10 0.48
N -4.23 0.83 -0.73
C 5.66 2.63 0.29
H -1.21 -5.09 -0.48
C -4.15 3.11 0.23
H -8.09 1.67 -0.47
C 2.09 -1.50 2.59
H -5.14 -0.07 -3.97
H -7.12 1.00 -2.66
C 10.16 1.07 -0.58
H 4.91 3.52 0.57
H 3.69 1.89 -0.58
H 9.20 3.41 0.12
H 1.51 -0.71 3.10
H 5.15 -0.01 1.44
H -6.54 0.74 1.09
C 6.96 3.33 -0.43
C -2.11 -4.17 1.71
O 8.76 1.49 -0.91
S 4.89 -0.20 0.05
O -4.27 -0.51 -0.30
H 2.43 -2.22 3.34
C 1.27 -2.21 1.46
N 0.16 -3.07 1.98
H -6.84 -0.18 -1.40
H 1.64 -0.66 -0.05
H -6.52 2.49 1.30
H -5.22 3.11 -2.34
H -4.63 3.67 -0.57
H -5.14 2.17 -3.79
H -4.29 1.98 2.58
H -2.96 1.18 1.72
H 0.30 -4.28 -0.72
C -4.75 2.23 -2.77
C -1.39 -2.32 0.12
*
```

- HOMO energy (spin up / spin down) (hartree) = -0.3918 / -0.4131
- calculated total energy (eV) = -44588.2466
- strongest force on any atom (eV/A) = 5.0
- gap between HOMO and LUMO (spin up / spin down) (hartree) = 0.2443 / 0.2657
- M (g/mol) = 433.72

***

Question: The highest calculated total energy belongs to which entry?
Answer: C6H12O